# 1
Formula: C34H50AsF5NOP2RhS5Te
Source: OMol25
Level of theory: wB97M-V/def2-TZVPD

As for the total charge: -2. Its spin multiplicity is 5. The calculation puts the HOMO-LUMO gap (spin up / spin down) at 0.161 / 0.164 hartree. The calculation puts the lowest unoccupied orbital energy (spin up / spin down) at 3.4893 / 3.4552 eV. The value obtained for the energy above the lowest of the compared OMol25 structures with the same formula, charge and spin is 119.67 kJ/mol.

XYZ file:
```
101
C34H50AsF5NOP2RhS5Te | OMol25 | wB97M-V/def2-TZVPD
Rh 0.4127 -1.2406 -0.2891
S 4.3920 -1.0118 2.0770
C 2.8526 -0.6266 1.5910
S 1.3802 -1.5318 1.6803
S 2.7359 1.0237 0.8697
F -5.1267 -1.9661 -2.4916
Te -3.5216 -1.4824 -1.4468
F -4.6494 0.0494 -0.7711
F -2.6576 -3.1934 -2.2042
F -4.2140 -2.6804 -0.1338
F -0.6750 -0.8416 -2.0039
O -1.9365 -1.2465 0.8956
C -4.3010 -0.3913 2.2615
As -2.4758 0.0125 1.8953
C -2.5570 1.8401 1.2552
C -1.4434 0.3921 3.5147
C -2.1021 1.2781 4.5632
C -1.9505 2.6901 4.5154
C -2.8919 3.4653 5.1367
C -3.7643 2.8840 6.1103
C -3.7898 1.5511 6.3129
C -2.9107 0.7232 5.5875
H -4.9499 0.3695 1.8264
H -4.4979 -0.4856 3.3398
H -4.4707 -1.3119 1.6955
H -3.0642 1.8828 0.2802
H -1.5258 2.2849 1.1360
H -3.0976 2.5233 1.9167
H -0.5043 0.8831 3.1467
H -1.1745 -0.5531 3.9420
H -1.2113 3.1289 3.8740
H -2.9940 4.5235 4.9793
H -4.4512 3.5735 6.6530
H -4.3862 1.0671 7.0800
H -2.8613 -0.3828 5.7315
C 1.5743 -5.3682 -4.1281
C 0.8665 -4.4688 -3.1473
C -0.3244 -5.2178 -2.4238
C 0.1762 -3.3993 -3.9261
P 1.9924 -3.6928 -1.8805
N 1.0988 -2.6361 -1.1342
C 3.5482 -2.8590 -2.6243
C 2.9909 -1.8653 -3.6539
C 4.6651 -3.7466 -3.2120
C 4.1769 -1.9318 -1.5440
C 2.4679 -5.0548 -0.5605
C 3.4946 -4.4689 0.3949
C 1.1692 -5.2668 0.2337
C 2.8474 -6.4345 -1.1403
H 0.8533 -5.5892 -4.9524
H 1.8349 -6.3678 -3.7204
H 2.4594 -4.8931 -4.5492
H -1.0475 -5.3768 -3.2469
H -0.7592 -4.5658 -1.6415
H -0.0420 -6.1927 -1.9285
H -0.7423 -3.8278 -4.3528
H 0.8201 -3.0291 -4.7810
H -0.0371 -2.4874 -3.3798
H 2.7822 -2.3586 -4.6178
H 3.7451 -1.1002 -3.8977
H 2.1029 -1.3568 -3.2613
H 4.4222 -4.1891 -4.1779
H 5.0191 -4.5620 -2.5397
H 5.5345 -3.0400 -3.3905
H 3.3915 -1.2350 -1.1797
H 5.0398 -1.3679 -1.9586
H 4.5318 -2.4537 -0.6585
H 3.2003 -3.4649 0.7232
H 4.5354 -4.3731 0.0019
H 3.5763 -5.1863 1.2482
H 0.4622 -4.4189 0.2603
H 1.4206 -5.4330 1.2925
H 0.5763 -6.1002 -0.1172
H 3.7036 -6.4039 -1.8695
H 2.0595 -7.0203 -1.7056
H 3.1596 -7.1091 -0.2914
S 1.6583 4.4872 1.6106
P 0.0142 4.6709 0.6367
S 1.3846 0.9508 -0.6295
C 0.1829 5.5613 -0.9039
C 0.7731 6.8384 -0.9182
C 0.9056 7.4751 -2.1407
C 0.6346 6.7565 -3.3111
C 0.1096 5.4764 -3.2801
C -0.1477 4.8427 -2.0798
C -1.0927 5.7343 1.5442
C -2.4466 5.9394 1.1388
C -3.2374 6.7322 1.8873
C -2.8320 7.3784 3.0450
C -1.5205 7.2713 3.4289
C -0.6380 6.4196 2.6561
H 1.0943 7.3805 0.0219
H 1.2891 8.4904 -2.1995
H 0.8679 7.2202 -4.2801
H -0.0712 4.9310 -4.1845
H -0.5202 3.8181 -2.1215
H -2.8438 5.4438 0.2507
H -4.2671 6.8220 1.6158
H -3.5091 7.9023 3.7767
H -1.1535 7.7912 4.3182
H 0.4018 6.3788 3.0295
```

Atom charges from the Mulliken analysis, given in e for atoms 1 to 99: 1.802 -0.369 0.107 -0.641 -0.079 -0.467 1.816 -0.566 -0.551 -0.434 -0.850 -0.551 -0.989 0.463 -0.979 -1.259 0.242 -0.603 -0.331 -0.429 -0.549 -0.330 0.289 0.381 0.298 0.501 -0.027 0.527 0.385 0.693 0.622 0.486 0.303 0.360 0.346 -1.812 2.086 -1.641 -1.436 -0.265 0.124 1.979 -1.642 -1.725 -1.321 2.463 -1.671 -1.715 -1.712 0.481 0.212 0.302 0.730 0.203 0.018 0.586 0.198 -0.079 0.268 0.553 0.221 0.352 0.206 0.449 -0.144 0.569 0.237 0.018 0.171 0.609 0.173 0.470 0.388 0.212 0.247 0.438 -0.625 0.365 -0.478 0.143 -0.326 -0.586 -0.345 -0.414 -0.474 0.221 -0.666 -0.394 -0.380 -0.547 -0.120 0.248 0.342 0.304 0.377 0.416 0.349 0.324 0.268

=====

# 2
Formula: C34H50CoP
Source: OMol25
Level of theory: wB97M-V/def2-TZVPD

As for the total charge: +1. Its spin multiplicity is 2. The calculation puts the HOMO-LUMO gap (spin up / spin down) at 0.269 / 0.322 hartree. The calculation puts the lowest unoccupied orbital energy (spin up / spin down) at -3.8205 / -2.7060 eV. The value obtained for the energy above the lowest of the compared OMol25 structures with the same formula, charge and spin is 0.00 kJ/mol.

XYZ file:
```
86
C34H50CoP | OMol25 | wB97M-V/def2-TZVPD
Co 1.1905 0.3857 0.3730
C 1.8573 1.1902 2.3299
C 2.8167 0.2660 1.8570
C 3.4341 0.8310 0.6982
C 2.8526 2.0857 0.4664
C 1.8981 2.3223 1.4846
H 1.3175 1.1179 3.2616
H 3.1326 -0.6207 2.3819
H 4.2948 0.4471 0.1755
H 3.1622 2.7938 -0.2860
H 1.3618 3.2426 1.6404
C -0.8884 4.3589 3.2660
C -1.2724 4.3861 1.7831
C -2.7058 4.9109 1.6136
C -1.1612 3.0318 1.1226
C -1.6671 1.8891 1.7336
C -1.6645 0.6509 1.1106
C -2.4041 -0.4851 1.7897
C -3.9196 -0.2365 1.7464
C -1.9616 -0.6761 3.2480
C -1.0741 0.5181 -0.1772
C -0.5658 1.6876 -0.8205
C -0.6130 2.9073 -0.1419
C -0.2649 1.7106 -2.3133
C 0.9999 2.4941 -2.6744
C -1.4694 2.3150 -3.0505
C -1.4028 -0.6888 -1.0175
C -2.6764 -0.6833 -1.5900
C -3.1087 -1.7101 -2.4098
C -2.2621 -2.7753 -2.6731
C -0.9989 -2.8011 -2.1092
C -0.5498 -1.7698 -1.2796
P 1.1225 -1.7837 -0.5312
C 1.1150 -3.2458 0.6625
C 2.5189 -3.4524 1.2413
C 0.6107 -4.5628 0.0766
C 0.1752 -2.8216 1.7978
C 2.3610 -2.0173 -1.9421
C 3.7741 -2.0713 -1.3406
C 2.1819 -3.2211 -2.8659
C 2.2113 -0.7403 -2.7821
H -0.8099 5.3774 3.6452
H 0.0702 3.8608 3.4255
H -1.6458 3.8433 3.8581
H -0.5949 5.0702 1.2643
H -3.4141 4.2204 2.0754
H -2.9648 5.0165 0.5594
H -2.8122 5.8837 2.0948
H -2.1282 1.9752 2.7100
H -2.2076 -1.4000 1.2349
H -4.1648 0.7214 2.2078
H -4.4333 -1.0223 2.3023
H -4.3043 -0.2348 0.7276
H -2.4539 0.0452 3.9018
H -0.8833 -0.5561 3.3596
H -2.2383 -1.6722 3.5945
H -0.2371 3.7960 -0.6366
H -0.1446 0.6837 -2.6591
H 0.8488 3.5677 -2.5544
H 1.2634 2.3141 -3.7170
H 1.8439 2.1933 -2.0547
H -1.6486 3.3360 -2.7103
H -2.3771 1.7368 -2.8826
H -1.2736 2.3382 -4.1233
H -3.3300 0.1549 -1.3850
H -4.1010 -1.6728 -2.8400
H -2.5872 -3.5818 -3.3172
H -0.3581 -3.6442 -2.3168
H 3.1867 -3.9341 0.5304
H 2.4428 -4.1053 2.1129
H 2.9653 -2.5120 1.5648
H 1.2328 -4.9199 -0.7427
H -0.4213 -4.4901 -0.2609
H 0.6473 -5.3165 0.8669
H 0.4093 -1.8151 2.1541
H 0.2790 -3.5101 2.6388
H -0.8630 -2.8503 1.4712
H 4.0476 -3.0848 -1.0552
H 3.8720 -1.4325 -0.4650
H 4.4963 -1.7357 -2.0876
H 2.2193 -4.1699 -2.3328
H 3.0131 -3.2150 -3.5752
H 1.2624 -3.1662 -3.4455
H 2.3349 0.1543 -2.1677
H 1.2310 -0.7088 -3.2620
H 2.9726 -0.7177 -3.5645
```

Electronic structure analysis, Mulliken charges in units of e: 0.545 -0.761 -1.153 -0.258 -1.282 0.043 0.494 0.702 0.693 0.536 0.811 -1.468 -0.227 -1.508 0.394 -0.807 1.424 0.686 -1.348 -1.721 -1.112 1.806 -0.463 0.545 -1.632 -1.449 -0.427 -0.818 -1.506 -1.310 -0.667 1.075 0.802 2.181 -1.545 -1.725 -1.639 2.104 -1.626 -1.753 -1.558 0.481 0.316 0.334 0.441 0.296 0.347 0.479 0.477 -0.115 0.268 0.477 0.280 0.454 0.253 0.463 0.232 -0.427 0.427 0.440 0.127 0.323 0.278 0.479 0.992 0.447 0.479 0.803 0.333 0.535 0.090 0.239 0.437 0.465 -0.061 0.724 0.214 0.404 0.002 0.515 0.311 0.477 0.373 0.026 0.218 0.764

=====

# 3
Formula: C34H50F4N2O18
Source: OMol25
Level of theory: wB97M-V/def2-TZVPD

As for the SMILES: O=C1OC[C@@H](F)O1.O=C1OC[C@@H](F)O1.O=C1OC[C@@H](F)O1.O=C1OC[C@@H](F)O1.COCCOCCOC.COCCOCCOC.c1ccncc1.c1ccncc1. Its spin multiplicity is 1. The calculation puts the HOMO-LUMO gap at 0.350 hartree. The calculation puts the lowest unoccupied orbital energy at -0.0382 eV.

XYZ file:
```
108
C34H50F4N2O18 | OMol25 | wB97M-V/def2-TZVPD
O -4.8418 2.1959 -4.6226
C -5.0736 2.2440 -3.4570
O -5.1205 1.1880 -2.5959
C -5.2303 1.7219 -1.2569
C -5.3054 3.2267 -1.4405
F -4.1777 3.9497 -1.1586
O -5.4607 3.3729 -2.8100
H -6.1251 1.3013 -0.8020
H -4.3976 1.4305 -0.6152
H -6.1357 3.6703 -0.8872
O -2.4307 6.2284 -3.1318
C -1.9254 5.1231 -3.2212
O -2.0518 4.3027 -4.2508
C -1.2516 3.1698 -4.0531
C -0.4041 3.5384 -2.8570
F 0.7941 4.0332 -3.3134
O -1.1034 4.5354 -2.2921
H -1.8179 2.2490 -3.8977
H -0.7110 3.0767 -4.9815
H -0.2051 2.7259 -2.1706
O -2.0394 0.4995 -1.8902
C -1.0853 0.1222 -1.2963
O -0.7348 -1.1645 -1.2238
C 0.3988 -1.3277 -0.3716
C 0.8474 0.1715 -0.0432
F 1.9743 0.4296 -0.6602
O -0.2048 0.9145 -0.6035
H 0.1325 -1.9861 0.4747
H 1.1140 -1.8876 -0.9806
H 0.9480 0.3703 1.0115
O 5.4402 4.2704 0.8213
C 4.2430 4.1969 0.9419
O 3.4656 5.0927 1.5571
C 2.1486 4.5875 1.5933
C 2.1949 3.4476 0.5088
F 1.8478 3.9626 -0.7073
O 3.5552 3.1559 0.4643
H 1.9510 4.1610 2.5814
H 1.4358 5.3733 1.3746
H 1.5629 2.6345 0.8002
C -1.6292 5.3525 1.2361
O -0.8715 4.4839 2.0712
C -1.3313 3.1415 1.9247
C -0.7889 2.2794 3.0461
O 0.5818 2.1425 2.8691
C 1.2567 1.3068 3.8163
C 2.7646 1.2551 3.5001
O 2.9568 0.6670 2.2321
C 4.3759 0.4274 1.9611
H -1.1669 6.3449 1.3191
H -2.7205 5.3952 1.5048
H -1.5000 5.0550 0.1809
H -1.1569 2.7591 0.9064
H -2.4177 3.2607 2.1070
H -1.3146 1.3074 2.9254
H -1.0225 2.7213 4.0389
H 0.8945 0.2767 3.7215
H 1.0081 1.7640 4.7817
H 3.2537 0.7040 4.2827
H 3.2131 2.2728 3.3994
H 4.9106 1.4013 1.8022
H 4.5149 -0.1748 1.0690
H 4.8022 -0.1396 2.8311
C -1.9447 -4.4691 1.0569
O -0.5579 -4.4292 0.7588
C -0.1779 -5.4139 -0.1564
C 1.3012 -5.5004 -0.2978
O 1.8702 -4.3909 -0.9790
C 3.2107 -4.4613 -1.3494
C 3.6137 -3.4557 -2.3884
O 3.4100 -2.0820 -1.9719
C 4.4540 -1.4076 -1.3556
H -2.6187 -4.3467 0.1805
H -2.1676 -3.6818 1.7856
H -2.1449 -5.4569 1.4866
H -0.5458 -5.1709 -1.1926
H -0.6230 -6.3609 0.1531
H 1.5189 -6.4646 -0.8775
H 1.7301 -5.5095 0.7407
H 3.5206 -5.4557 -1.7269
H 3.7932 -4.2826 -0.4387
H 2.8610 -3.4904 -3.1861
H 4.5660 -3.7327 -2.8441
H 4.2296 -0.3658 -1.2159
H 5.3625 -1.4824 -1.9469
H 4.7028 -1.8987 -0.4144
C 1.6964 -2.9037 2.7151
C 2.9585 -2.6977 3.2650
C 3.0081 -2.1542 4.5082
N 1.9163 -1.8570 5.2525
C 0.7312 -2.2322 4.8248
C 0.5977 -2.7209 3.5055
H 1.6479 -3.3043 1.7141
H 3.8712 -2.9074 2.7116
H 3.9301 -1.7711 4.9770
H -0.0960 -1.9855 5.4900
H -0.3704 -2.9602 3.1107
C -3.4019 -3.0070 -2.0440
C -3.4844 -4.1579 -2.7980
C -4.2550 -4.2114 -3.9689
N -4.9078 -3.1366 -4.3961
C -4.7614 -1.9874 -3.7070
C -4.0920 -1.9117 -2.5121
H -2.7373 -2.9080 -1.1841
H -2.8508 -5.0253 -2.5329
H -4.3732 -5.0809 -4.6159
H -5.2219 -1.1192 -4.1950
H -4.0028 -0.9625 -2.0051
```

Atom charges from the Mulliken analysis, given in e for atoms 1 to 99: -0.509 0.562 -0.156 -0.115 0.151 -0.177 -0.339 0.409 0.015 0.223 -0.605 0.584 -0.331 -0.315 1.864 -0.370 -0.248 0.121 0.358 -1.103 -0.366 0.118 -0.228 0.305 1.007 -0.371 0.178 -0.199 -0.597 -0.265 -0.587 0.547 -0.377 -0.050 1.371 -0.313 -0.376 0.108 0.280 -0.594 -0.528 -0.381 -0.017 -0.964 -0.094 -0.932 -0.999 0.509 -0.498 0.304 0.320 0.148 -0.018 0.581 0.279 0.374 0.247 0.504 0.700 0.356 0.221 -0.214 0.303 -0.861 0.034 -0.275 -0.835 -0.019 -0.486 -0.728 -0.221 -0.628 0.241 0.262 0.398 0.029 0.522 0.426 0.248 0.428 0.180 0.266 0.484 0.134 0.371 0.223 0.821 -0.741 -0.536 -0.536 -0.542 -0.344 0.311 0.450 0.448 0.379 0.322 0.325 -0.127

=====

# 4
Formula: C34H50F8O22
Source: OMol25
Level of theory: wB97M-V/def2-TZVPD

As for the SMILES: O=C1OC[C@@H](F)O1.O=C1OC[C@@H](F)O1.O=C1OC[C@@H](F)O1.O=C1OC[C@@H](F)O1.O=C1OC[C@@H](F)O1.CCOC(=O)C(F)(F)F.CC(C)=O.CC(C)=O.CC(C)=O.CC(C)=O.CC(C)=O. Its spin multiplicity is 1. The calculation puts the HOMO-LUMO gap at 0.336 hartree. The calculation puts the lowest unoccupied orbital energy at -0.0254 eV. The value obtained for the energy above the lowest of the compared OMol25 structures with the same formula, charge and spin is 63.32 kJ/mol.

XYZ file:
```
114
C34H50F8O22 | OMol25 | wB97M-V/def2-TZVPD
O 11.3274 12.5155 11.4586
C 11.3481 11.3959 11.1633
O 11.6589 10.8530 9.9284
C 11.7885 9.4171 10.1227
C 11.6525 9.1897 11.6407
F 12.8830 9.0292 12.2071
O 11.1485 10.4028 12.1096
H 11.1046 8.9282 9.4367
H 12.8045 9.1773 9.8190
H 11.0066 8.4132 12.0645
O 18.7360 11.2185 10.8007
C 17.6443 10.9209 11.0620
O 16.5540 11.6153 10.7039
C 15.3958 11.0800 11.3878
C 15.9039 9.6931 11.9377
F 15.6395 8.7132 10.9935
O 17.2804 9.9061 11.9780
H 15.0904 11.7712 12.1490
H 14.6035 10.9226 10.6254
H 15.6158 9.3294 12.9179
O 13.6030 11.4915 14.4845
C 14.3650 11.4740 15.3645
O 14.1722 10.9472 16.5665
C 15.2620 11.2061 17.3568
C 16.3397 11.6628 16.3912
F 17.1136 10.6574 15.9168
O 15.6119 12.1646 15.2853
H 15.0475 11.9328 18.1525
H 15.6041 10.2636 17.8029
H 16.9845 12.4886 16.7144
O 22.1252 5.6613 12.0503
C 21.4049 6.5657 11.9870
O 20.3997 6.6617 11.0932
C 19.6688 7.9095 11.2921
C 20.3447 8.5241 12.5842
F 19.4796 8.4479 13.6636
O 21.4492 7.6858 12.7837
H 19.8093 8.6018 10.4423
H 18.6100 7.6435 11.4070
H 20.6569 9.5682 12.5181
O 16.7677 14.8400 11.7097
C 15.6902 14.8523 12.0792
O 15.2524 14.5779 13.3299
C 13.8319 14.6748 13.3533
C 13.3743 15.2122 11.9887
F 13.0711 16.6106 12.1109
O 14.5535 15.0374 11.2018
H 13.3935 13.6936 13.5125
H 13.5516 15.3663 14.1448
H 12.5773 14.7571 11.3899
C 8.7857 8.6179 14.3933
C 9.3698 7.5411 15.2777
O 10.6930 7.1316 14.8501
C 11.6075 7.9605 15.3752
O 11.4959 8.9360 15.9744
C 13.0508 7.3733 15.1000
F 13.0620 6.3675 14.2341
F 13.8908 8.3116 14.6734
F 13.5152 6.9129 16.2475
H 7.8055 8.9075 14.7682
H 8.7357 8.1597 13.3947
H 9.4859 9.4610 14.3529
H 8.7872 6.6148 15.2198
H 9.5080 7.8517 16.3117
C 16.6619 12.1936 7.3141
C 17.0568 13.6485 7.1984
C 17.0370 14.3914 8.4946
O 17.3604 14.1726 6.1869
H 15.7085 12.0472 7.8528
H 17.4149 11.7271 7.9613
H 16.6414 11.6794 6.3367
H 17.6145 15.3083 8.4081
H 17.3177 13.8095 9.3853
H 16.0128 14.7219 8.7365
C 20.6843 14.3202 10.1587
C 21.1751 14.1895 11.6092
C 21.8893 12.9174 11.9177
O 21.0806 15.0580 12.3964
H 21.5352 14.1482 9.4821
H 20.3080 15.3105 9.9224
H 19.9508 13.5465 9.8345
H 21.5307 12.0156 11.4358
H 21.8552 12.7617 12.9938
H 22.9488 13.0174 11.6552
C 22.1225 8.5295 8.4101
C 22.0823 9.7008 9.4014
C 21.7754 11.0490 8.7803
O 22.2980 9.5352 10.5560
H 22.1224 7.6310 9.0348
H 23.1037 8.6315 7.9112
H 21.3440 8.5145 7.6451
H 20.7929 11.2761 9.1876
H 21.7477 11.1630 7.7048
H 22.4676 11.7590 9.2486
C 17.6294 8.5336 7.1576
C 17.9780 7.3472 7.9952
C 16.8397 6.5309 8.5101
O 19.1055 7.1153 8.3036
H 18.4850 9.1450 6.8896
H 16.8449 9.1416 7.6336
H 17.1726 8.1630 6.2458
H 16.3264 7.0799 9.3038
H 17.1199 5.5328 8.8341
H 16.1138 6.4624 7.7042
C 20.0323 11.7776 16.6217
C 20.2924 11.8448 15.1571
C 19.3386 12.6139 14.3280
O 21.1051 11.1761 14.6422
H 19.5262 12.6405 17.0476
H 20.9653 11.5801 17.1585
H 19.3591 10.9220 16.7440
H 19.3413 12.1848 13.3241
H 19.7451 13.6283 14.2486
H 18.3159 12.7099 14.6865
```

Atom charges from the Mulliken analysis, given in e for atoms 1 to 99: -0.431 0.461 -0.342 -0.306 0.289 -0.244 -0.299 0.352 0.152 0.338 -0.119 0.053 -0.492 0.600 0.350 -0.413 -0.122 -0.387 0.073 0.161 -0.288 0.282 -0.352 -0.565 0.360 -0.278 -0.072 0.310 0.301 0.296 -0.515 0.534 -0.460 0.402 0.944 -0.358 -0.423 -0.440 0.412 -0.185 -0.334 0.615 -0.284 0.014 0.351 -0.351 -0.333 -0.132 0.358 0.142 -0.799 -0.343 -0.329 0.397 -0.451 0.822 -0.279 -0.167 -0.276 0.428 0.217 0.161 0.349 0.344 -0.278 0.416 -0.490 -0.568 0.265 -0.191 0.388 0.389 -0.116 0.264 -0.871 0.893 -0.598 -0.597 0.438 0.384 -0.081 -0.153 0.112 0.528 -1.232 0.833 -0.522 -0.520 0.249 0.473 0.229 -0.140 0.427 0.269 -1.166 0.990 -0.940 -0.467 0.323